# C32H28N7O4SSr

A structure of composition C32H28N7O4SSr (ωB97M-V with the def2-TZVPD basis set, the OMol25 dataset).

Output
- electronic energy (Ha) = -2349.56696
- largest force on an atom (eV/A) = 0.22
- energy relative to the best compared isomer or geometry (same formula, charge and spin) (kJ/mol) = 60.3
- HOMO-LUMO gap (eV) = 6.17
- E_HOMO (Ha) = -0.1508

ORCA input file:
```
! wB97M-V def2-TZVPD RIJCOSX def2/J DEFGRID3
* xyz -1 1
Sr -0.36386 -0.15184 -0.09103
O -2.55983 -0.17589 -1.05360
C -3.56032 -0.93603 -1.32566
C -4.62260 -0.46518 -2.14589
C -5.71871 -1.24092 -2.44700
C -5.83492 -2.54185 -1.95631
C -4.81612 -3.03144 -1.16274
C -3.68302 -2.27624 -0.83754
C -2.71107 -2.92070 0.02832
N -1.60434 -2.43411 0.44208
N -0.91540 -3.28959 1.30966
C -0.03192 -2.62563 2.00793
O 0.19994 -1.37122 1.98095
C 0.81032 -3.46597 2.93353
C 0.71124 -4.85531 2.97436
C 1.52017 -5.59114 3.82488
C 2.43955 -4.95082 4.64784
C 2.54280 -3.56802 4.61242
C 1.73251 -2.83047 3.75891
H -4.53223 0.54089 -2.53964
H -6.50124 -0.83226 -3.07839
H -6.69826 -3.15138 -2.19028
H -4.88240 -4.04088 -0.76805
H -2.97896 -3.92271 0.37887
H -0.00886 -5.33577 2.32637
H 1.43580 -6.67139 3.84733
H 3.07114 -5.52837 5.31267
H 3.25702 -3.06181 5.25196
H 1.79688 -1.75096 3.70721
N 2.33044 2.36161 1.85636
C 1.00517 2.72972 2.03601
C 0.74303 4.05688 2.42126
C -0.55905 4.43036 2.65310
C -1.57735 3.49212 2.50206
C -1.21764 2.22551 2.09720
N 0.04009 1.84084 1.85928
C 2.84916 1.06707 1.67023
C 3.97248 0.69668 2.41380
C 4.52474 -0.54851 2.18757
C 3.94113 -1.38275 1.24626
C 2.82611 -0.92493 0.57091
N 2.29318 0.28262 0.76385
H 2.98359 2.99982 2.27753
H 1.55681 4.76322 2.52752
H -0.78565 5.44674 2.94983
H -2.61397 3.74131 2.67487
H -1.97792 1.46369 1.94792
H 4.37902 1.36620 3.16115
H 5.38992 -0.87139 2.75284
H 4.32553 -2.37300 1.04870
H 2.35111 -1.53820 -0.18770
C 2.77114 -1.45811 -3.68910
O 1.85677 -1.38487 -2.60260
C 1.27811 -0.10044 -2.34542
O 1.65532 0.78916 -3.09281
H 3.09291 -2.49716 -3.75514
H 3.63704 -0.81039 -3.52674
H 2.30101 -1.15304 -4.62660
N 0.09290 4.14296 -5.55015
C -0.85346 4.61283 -4.72489
S -1.87410 5.84247 -5.11668
C -0.88283 3.91008 -3.40954
C 0.30102 3.57158 -2.77715
C 0.23004 2.81085 -1.62085
N -0.91200 2.37751 -1.10936
C -2.05539 2.72758 -1.70533
C -2.09084 3.51302 -2.84201
H 0.16168 4.53693 -6.47294
H 0.59326 3.29593 -5.32935
H 1.26773 3.84832 -3.17241
H 1.13996 2.49613 -1.12033
H -2.95566 2.30885 -1.27592
H -3.02783 3.77114 -3.31438
*
```